[1]
{"formula": "F6KN3NaO12S6", "method": "ωB97M-V with the def2-TZVPD basis set", "e_tot_ha": -4817.7392, "orbital_gap_ev": 5.8, "e_lumo_ev": -0.2, "charge": -1, "largest_force_ev_per_a": 9.67, "relative_energy_kj_mol": 426.4, "species": ["Na", "K", "N", "S", "O", "O", "F", "S", "O", "O", "F", "N", "S", "O", "O", "F", "S", "O", "O", "F", "N", "S", "O", "O", "F", "S", "O", "O", "F"], "positions_angstrom": [[-3.4334, 2.0075, 0.8346], [1.2016, 4.7382, -3.0140], [-1.3991, 2.2472, -0.0451], [-0.4113, 1.3693, -1.0422], [0.2877, 0.2484, -0.4264], [0.2804, 2.0181, -2.1561], [-1.6363, 0.6184, -1.8647], [-0.2056, 3.0689, 0.5544], [0.5140, 3.9877, -0.3093], [0.5258, 2.4472, 1.6202], [-1.1945, 4.1222, 1.2346], [-3.5716, 0.0675, 2.1127], [-2.7680, -0.0207, 3.6784], [-2.0675, 1.2531, 3.9969], [-2.1775, -1.2925, 4.0462], [-4.0953, 0.1395, 4.6826], [-3.0789, -1.2484, 1.5894], [-4.0452, -2.3457, 1.8151], [-1.6621, -1.5192, 1.5358], [-3.3333, -0.8935, 0.0111], [3.9955, -1.5813, -2.4802], [4.6423, -3.1156, -2.1114], [3.6775, -4.2442, -1.9148], [5.8997, -3.1536, -1.4025], [5.0884, -3.3878, -3.6082], [2.5782, -1.6062, -1.9192], [2.4365, -1.6069, -0.4927], [1.5570, -2.3046, -2.7061], [2.3949, -0.0130, -2.2190]]}

---

[2]
{"formula": "C24H64O8", "method": "ωB97M-V with the def2-TZVPD basis set", "e_tot_ha": -1554.7117, "orbital_gap_ev": 10.0, "e_lumo_ev": 0.4, "charge": 0, "largest_force_ev_per_a": 1.82, "relative_energy_kj_mol": 67.4, "species": ["C", "C", "C", "O", "H", "H", "H", "H", "H", "H", "H", "H", "C", "C", "C", "O", "H", "H", "H", "H", "H", "H", "H", "H", "C", "C", "C", "O", "H", "H", "H", "H", "H", "H", "H", "H", "C", "C", "C", "O", "H", "H", "H", "H", "H", "H", "H", "H", "C", "C", "C", "O", "H", "H", "H", "H", "H", "H", "H", "H", "C", "C", "C", "O", "H", "H", "H", "H", "H", "H", "H", "H", "C", "C", "C", "O", "H", "H", "H", "H", "H", "H", "H", "H", "C", "C", "C", "O", "H", "H", "H", "H", "H", "H", "H", "H"], "positions_angstrom": [[5.4982, 1.4760, 3.5033], [4.2191, 1.3974, 2.6745], [3.4222, 2.6708, 2.8229], [4.6280, 1.1233, 1.3397], [6.0477, 0.5365, 3.5411], [5.3175, 1.7485, 4.5474], [6.1346, 2.2633, 3.0938], [3.6513, 0.5094, 2.9942], [4.1702, 3.4668, 2.6814], [3.0752, 2.8351, 3.8447], [2.6424, 2.8596, 2.0918], [3.8334, 1.0754, 0.7702], [1.5921, 4.5422, -0.6628], [0.2842, 3.7917, -0.8807], [0.2998, 2.9082, -2.1098], [0.0612, 2.9536, 0.2677], [1.8084, 5.2268, -1.4862], [2.4021, 3.8312, -0.4775], [1.6395, 5.1524, 0.2466], [-0.5536, 4.4884, -0.9966], [-0.6584, 2.4067, -2.2366], [1.1097, 2.1743, -2.0720], [0.4920, 3.4366, -3.0461], [0.0474, 3.5104, 1.0636], [0.5321, -0.4148, 1.6236], [1.4332, -0.3263, 0.3817], [0.7014, -0.7198, -0.8891], [2.0338, 0.9643, 0.3149], [1.0818, -0.2469, 2.5455], [0.0491, -1.3958, 1.6078], [-0.2978, 0.2918, 1.5297], [2.2512, -1.0363, 0.5532], [-0.0211, 0.0603, -1.1352], [0.2605, -1.7040, -0.7220], [1.4105, -0.8228, -1.7120], [1.2863, 1.5932, 0.1943], [-1.1020, 4.2150, 5.1737], [-0.8296, 3.2448, 4.0206], [-1.8300, 2.0871, 4.0209], [-0.9067, 3.9338, 2.7787], [-2.0557, 4.7044, 4.9648], [-0.2824, 4.9250, 5.2837], [-1.1864, 3.7186, 6.1419], [0.1792, 2.8337, 4.0765], [-1.5133, 1.3447, 3.2879], [-2.8533, 2.3919, 3.7801], [-1.9427, 1.5582, 4.9715], [-1.7762, 4.3491, 2.7264], [-2.5920, -1.9646, 2.6076], [-4.0439, -2.1591, 3.0299], [-4.5192, -1.1704, 4.0840], [-4.8875, -1.9730, 1.8993], [-2.2770, -2.7245, 1.8959], [-1.9495, -2.0652, 3.4922], [-2.4268, -0.9381, 2.2807], [-4.1647, -3.1664, 3.4496], [-3.8476, -1.2235, 4.9464], [-5.5346, -1.3585, 4.4302], [-4.5141, -0.1355, 3.7343], [-4.5723, -2.5407, 1.1743], [-2.3185, -1.6260, -5.7599], [-2.7322, -0.3849, -4.9649], [-1.5959, 0.2167, -4.1395], [-3.2033, 0.6274, -5.8588], [-3.1403, -1.9695, -6.3876], [-2.1057, -2.4457, -5.0696], [-1.4590, -1.4011, -6.3956], [-3.5771, -0.6972, -4.3464], [-1.1897, -0.4899, -3.4073], [-1.9326, 1.1295, -3.6620], [-0.7542, 0.3745, -4.8218], [-2.5067, 0.7866, -6.5060], [-1.8567, -4.1571, -1.3657], [-3.0692, -3.1973, -1.2875], [-3.9076, -3.1745, -2.5503], [-3.9183, -3.6284, -0.2046], [-1.2051, -3.8218, -2.1740], [-2.1446, -5.1954, -1.5277], [-1.3089, -4.0551, -0.4273], [-2.6783, -2.2182, -1.0108], [-3.4140, -2.7279, -3.4151], [-4.7587, -2.5412, -2.2801], [-4.3158, -4.1350, -2.8629], [-3.8312, -4.5844, -0.1376], [5.2155, -1.5191, -2.7243], [4.7530, -2.9632, -2.8278], [3.3357, -3.1920, -2.2916], [4.7932, -3.3993, -4.1995], [4.4844, -0.8202, -3.1297], [6.1940, -1.4508, -3.1916], [5.3068, -1.2985, -1.6553], [5.4544, -3.6109, -2.2995], [2.6484, -2.7005, -2.9857], [3.2309, -2.8617, -1.2584], [3.0826, -4.2534, -2.3178], [3.9678, -3.1288, -4.6140]]}

---

[3]
{"formula": "C5H13NO", "method": "ωB97M-V with the def2-TZVPD basis set", "e_tot_ha": -328.2960, "orbital_gap_ev": 10.6, "e_lumo_ev": 0.8, "charge": 0, "largest_force_ev_per_a": 2.04, "relative_energy_kj_mol": 59.9, "species": ["C", "C", "N", "O", "H", "H", "H", "H", "H", "C", "C", "C", "H", "H", "H", "H", "H", "H", "H", "H"], "positions_angstrom": [[2.0616, -1.6320, -1.8581], [2.5027, -0.2897, -1.3084], [1.5202, 0.5489, -0.9204], [3.6520, -0.0786, -0.9605], [0.9945, -1.8643, -2.0006], [2.2606, -2.3007, -1.0295], [2.5853, -1.8022, -2.7976], [1.6695, 1.4069, -0.4391], [0.5695, 0.3895, -1.2239], [-1.6312, 1.7856, 1.3815], [-2.1841, 0.4052, 0.8707], [-1.1593, -0.7011, 1.1280], [-1.5448, 1.6291, 2.4608], [-2.3705, 2.5529, 1.1493], [-0.7069, 2.0622, 0.8885], [-3.1188, 0.1350, 1.3825], [-2.4531, 0.6938, -0.1510], [-1.1055, -0.9776, 2.1786], [-1.3311, -1.6049, 0.5304], [-0.2107, -0.3580, 0.7188]]}

---

[4]
{"formula": "C30H60O21", "method": "ωB97M-V with the def2-TZVPD basis set", "e_tot_ha": -2759.0695, "orbital_gap_ev": 9.5, "e_lumo_ev": 0.4, "charge": 0, "largest_force_ev_per_a": 2.25, "relative_energy_kj_mol": 117.0, "species": ["C", "O", "C", "O", "O", "C", "H", "H", "H", "H", "H", "H", "C", "O", "C", "O", "O", "C", "H", "H", "H", "H", "H", "H", "C", "O", "C", "O", "O", "C", "H", "H", "H", "H", "H", "H", "C", "O", "C", "O", "O", "C", "H", "H", "H", "H", "H", "H", "C", "O", "C", "O", "O", "C", "H", "H", "H", "H", "H", "H", "C", "O", "C", "O", "O", "C", "H", "H", "H", "H", "H", "H", "C", "C", "C", "O", "C", "H", "H", "H", "H", "H", "H", "H", "H", "C", "C", "C", "O", "C", "H", "H", "H", "H", "H", "H", "H", "H", "C", "C", "C", "O", "C", "H", "H", "H", "H", "H", "H", "H", "H"], "positions_angstrom": [[17.1509, -17.5717, 1.7662], [15.9676, -17.3009, 1.0162], [15.0391, -16.5497, 1.6239], [15.2570, -15.8165, 2.5438], [13.8731, -16.6384, 1.0172], [13.6722, -17.5271, -0.0717], [16.8640, -18.0137, 2.7122], [17.6714, -16.6219, 1.9014], [17.7875, -18.1759, 1.1325], [14.0453, -18.5312, 0.1247], [14.2178, -17.1624, -0.9392], [12.6059, -17.5873, -0.2495], [8.9905, -14.1909, -1.9095], [9.4972, -15.1103, -2.8486], [8.6351, -15.7172, -3.6559], [7.4494, -15.7673, -3.4912], [9.3006, -16.2347, -4.6641], [8.5448, -16.9066, -5.6753], [9.8658, -13.7539, -1.4195], [8.3722, -14.6102, -1.1174], [8.5025, -13.3327, -2.3762], [7.4816, -16.8703, -5.4461], [8.8984, -17.9320, -5.6890], [8.6966, -16.4079, -6.6301], [1.7689, -13.0822, 0.4566], [3.0249, -13.5815, 0.0707], [3.0524, -14.7474, -0.5256], [2.1002, -15.3805, -0.8598], [4.3025, -15.0931, -0.6564], [4.5081, -16.3850, -1.2161], [1.0888, -13.1044, -0.3954], [1.8554, -12.0735, 0.8461], [1.3218, -13.6853, 1.2506], [3.9220, -16.5149, -2.1265], [4.3791, -17.1424, -0.4404], [5.5412, -16.4684, -1.5592], [4.9384, -18.5181, 7.3061], [5.1646, -19.2971, 6.1248], [5.5405, -18.6272, 5.0590], [5.6915, -17.4533, 4.9786], [5.6554, -19.4598, 4.0543], [6.0547, -18.9538, 2.7823], [4.2782, -19.1013, 7.9357], [4.4989, -17.5553, 7.0664], [5.9079, -18.3879, 7.7837], [7.1370, -18.8623, 2.7835], [5.6545, -17.9377, 2.6783], [5.6618, -19.5101, 1.9402], [7.7093, -14.9532, 3.8833], [7.5253, -14.1286, 2.7494], [6.6648, -13.1270, 2.8284], [6.2658, -12.6455, 3.8263], [6.3243, -12.8381, 1.5905], [5.6090, -11.6397, 1.3548], [7.7617, -14.4260, 4.8310], [8.5672, -15.6118, 3.7506], [6.8799, -15.6698, 3.8992], [5.7550, -11.3748, 0.3096], [5.8542, -10.7626, 1.9568], [4.5331, -11.7914, 1.4918], [9.9788, -20.7903, 5.0534], [8.6995, -21.1973, 4.6041], [8.0833, -22.1563, 5.2559], [8.5208, -22.8411, 6.1219], [6.8672, -22.2643, 4.7490], [6.2788, -23.5430, 4.8282], [9.9849, -19.8130, 5.5362], [10.6310, -20.7516, 4.1814], [10.3937, -21.5108, 5.7613], [5.2222, -23.3857, 4.6028], [6.2178, -23.8862, 5.8637], [6.7285, -24.2502, 4.1413], [10.7055, -13.5277, 2.9325], [12.0430, -14.1603, 2.6078], [12.9007, -13.5510, 3.7267], [12.4161, -12.2155, 3.8551], [11.1313, -12.0916, 3.2524], [10.2058, -14.0138, 3.7728], [9.9925, -13.5435, 2.1005], [12.4251, -13.7460, 1.6677], [12.0722, -15.2420, 2.4999], [13.9608, -13.6567, 3.5057], [12.6965, -14.0328, 4.6938], [11.1397, -11.4664, 2.3563], [10.4407, -11.6569, 3.9784], [10.2600, -17.3159, 1.8207], [9.4074, -16.1752, 1.2527], [8.1814, -16.8199, 0.6191], [8.3745, -18.2375, 0.7459], [9.7365, -18.4956, 0.9646], [9.9643, -17.5026, 2.8527], [11.3283, -17.2094, 1.6658], [9.9569, -15.6573, 0.4576], [9.1896, -15.4153, 2.0014], [8.0688, -16.6309, -0.4531], [7.2574, -16.5071, 1.1101], [10.3538, -18.5441, 0.0547], [9.8095, -19.4572, 1.4732], [5.5277, -19.6712, -2.2701], [6.8841, -20.0751, -1.7019], [7.8636, -19.2462, -2.5290], [7.2991, -19.3229, -3.8326], [5.8911, -19.2616, -3.7353], [5.0363, -18.8287, -1.7886], [4.8300, -20.5060, -2.3281], [7.0271, -21.1439, -1.8564], [6.8984, -19.8936, -0.6257], [8.8707, -19.6654, -2.5029], [7.9465, -18.1880, -2.2407], [5.4542, -19.8972, -4.5030], [5.5219, -18.2454, -3.9183]]}

---

[5]
{"formula": "C4H7NO2", "method": "ωB97M-V with the def2-TZVPD basis set", "e_tot_ha": -361.7586, "orbital_gap_ev": 10.2, "e_lumo_ev": 0.5, "charge": 0, "largest_force_ev_per_a": 4.40, "relative_energy_kj_mol": 321.1, "species": ["H", "N", "C", "O", "H", "H", "C", "C", "C", "O", "H", "H", "H", "H"], "positions_angstrom": [[-0.1802, 1.7298, 0.1534], [-0.6813, 0.9034, -0.2510], [-1.8970, 0.8559, 0.0047], [-2.7449, -0.1731, -0.1727], [-2.5293, 1.7488, 0.2835], [-2.2993, -1.0698, -0.3660], [2.3263, 0.0821, 0.0233], [1.2997, -0.5894, -0.4609], [0.2919, -1.1177, 0.3460], [-0.5120, -1.9078, -0.0565], [2.8563, 0.5876, -0.7031], [2.6202, 0.2323, 1.1189], [1.0301, -0.3486, -1.4866], [0.4195, -0.9336, 1.5671]]}

---

Copy entry 1 word for word.
{"formula": "F6KN3NaO12S6", "method": "ωB97M-V with the def2-TZVPD basis set", "e_tot_ha": -4817.7392, "orbital_gap_ev": 5.8, "e_lumo_ev": -0.2, "charge": -1, "largest_force_ev_per_a": 9.67, "relative_energy_kj_mol": 426.4, "species": ["Na", "K", "N", "S", "O", "O", "F", "S", "O", "O", "F", "N", "S", "O", "O", "F", "S", "O", "O", "F", "N", "S", "O", "O", "F", "S", "O", "O", "F"], "positions_angstrom": [[-3.4334, 2.0075, 0.8346], [1.2016, 4.7382, -3.0140], [-1.3991, 2.2472, -0.0451], [-0.4113, 1.3693, -1.0422], [0.2877, 0.2484, -0.4264], [0.2804, 2.0181, -2.1561], [-1.6363, 0.6184, -1.8647], [-0.2056, 3.0689, 0.5544], [0.5140, 3.9877, -0.3093], [0.5258, 2.4472, 1.6202], [-1.1945, 4.1222, 1.2346], [-3.5716, 0.0675, 2.1127], [-2.7680, -0.0207, 3.6784], [-2.0675, 1.2531, 3.9969], [-2.1775, -1.2925, 4.0462], [-4.0953, 0.1395, 4.6826], [-3.0789, -1.2484, 1.5894], [-4.0452, -2.3457, 1.8151], [-1.6621, -1.5192, 1.5358], [-3.3333, -0.8935, 0.0111], [3.9955, -1.5813, -2.4802], [4.6423, -3.1156, -2.1114], [3.6775, -4.2442, -1.9148], [5.8997, -3.1536, -1.4025], [5.0884, -3.3878, -3.6082], [2.5782, -1.6062, -1.9192], [2.4365, -1.6069, -0.4927], [1.5570, -2.3046, -2.7061], [2.3949, -0.0130, -2.2190]]}